Molecular formula: C2HFO3
Method: DFT, ωB97M-V/def2-TZVPD

Geometry (Å):
O (-2.57518, 0.54670, 0.73532)
C (-1.77048, 0.43946, -0.07743)
O (-1.00232, 0.31019, -0.91405)
O (1.13376, -1.32210, 0.70072)
C (1.29885, -0.30636, 0.08885)
F (1.52873, -0.33970, -1.21265)
H (1.38665, 0.67181, 0.67925)

Results
Kohn-Sham gap: 0.4459 Ha
DFT total energy: -402.42322 Eh
energy relative to the best compared isomer or geometry (same formula, charge and spin): 0.243 eV
SMILES: O=C=O.O=CF
molar mass: 92.03 g mol⁻¹